{
  "formula": "C17H12BaClN2O3S3",
  "method": "the ωB97M-V functional and the def2-TZVPD basis",
  "total_charge": -1,
  "energy_ha": -2670.615287,
  "de_lowest_kj_mol": 245.8,
  "multiplicity": 1,
  "elements": ["Ba", "S", "C", "C", "C", "C", "N", "C", "C", "C", "S", "C", "N", "H", "H", "Cl", "C", "C", "O", "O", "H", "H", "C", "S", "O", "C", "C", "C", "C", "C", "C", "H", "H", "H", "H", "H", "H", "H", "H"],
  "coordinates": [[0.08, 0.28, -1.19], [2.73, 0.44, -0.02], [3.12, 2.12, 0.06], [4.45, 2.41, 0.35], [4.93, 3.70, 0.50], [6.28, 3.95, 0.82], [7.38, 4.15, 1.08], [4.03, 4.78, 0.34], [2.71, 4.50, 0.02], [2.21, 3.21, -0.12], [0.52, 3.10, -0.45], [4.47, 6.11, 0.51], [4.81, 7.20, 0.66], [5.12, 1.57, 0.48], [2.01, 5.32, -0.11], [-4.20, -0.06, 1.70], [-3.69, 0.72, 0.21], [-2.35, 0.19, -0.30], [-1.50, -0.19, 0.52], [-2.21, 0.22, -1.53], [-3.57, 1.79, 0.41], [-4.46, 0.57, -0.54], [0.53, -4.32, -0.46], [0.11, -2.57, -0.06], [0.37, -1.93, -1.36], [-1.66, -2.88, -0.01], [-2.31, -3.08, 1.19], [-3.69, -3.23, 1.21], [-4.40, -3.15, 0.03], [-3.75, -2.96, -1.18], [-2.37, -2.82, -1.19], [0.02, -4.56, -1.39], [0.23, -4.99, 0.33], [1.61, -4.35, -0.61], [-1.74, -3.10, 2.11], [-4.20, -3.36, 2.15], [-5.48, -3.22, 0.05], [-4.31, -2.88, -2.10], [-1.84, -2.65, -2.12]]
}

{
  "formula": "C17H12BrF3O4",
  "method": "the ωB97M-V functional and the def2-TZVPD basis",
  "smiles": "COC(=O)COc1cc(Br)c2c(c1)[C@](O)(C(F)(F)F)c1ccccc1-2",
  "energy_ha": -3829.587300,
  "multiplicity": 1,
  "elements": ["O", "F", "F", "F", "Br", "O", "O", "O", "C", "C", "C", "C", "C", "C", "C", "C", "C", "C", "C", "C", "C", "C", "C", "C", "C", "H", "H", "H", "H", "H", "H", "H", "H", "H", "H", "H", "H"],
  "coordinates": [[4.93, 0.66, 1.31], [-4.18, 1.85, -1.89], [-2.18, 2.59, -2.37], [-2.85, 2.55, -0.26], [0.51, -1.58, 2.98], [5.20, 0.02, -0.87], [2.48, 1.47, -0.99], [-2.16, -0.32, -2.44], [4.64, 0.74, 0.14], [-4.05, -1.95, 1.92], [-4.90, -1.60, 0.89], [1.44, 0.15, 0.87], [-2.69, -1.63, 1.89], [-4.46, -0.81, -0.17], [0.20, 1.03, -1.03], [0.31, -0.48, 1.38], [1.40, 0.88, -0.35], [-2.26, -0.82, 0.83], [-0.90, -0.34, 0.64], [-3.11, -0.43, -0.19], [-0.95, 0.41, -0.55], [6.09, -1.05, -0.46], [3.60, 1.86, -0.18], [-2.88, 1.86, -1.44], [-2.32, 0.42, -1.22], [-2.11, -1.25, -2.24], [-4.47, -2.51, 2.75], [-5.93, -1.88, 0.92], [2.35, 0.06, 1.46], [-2.10, -1.93, 2.72], [-5.10, -0.51, -1.01], [0.14, 1.57, -1.99], [5.54, -1.71, 0.18], [6.98, -0.67, 0.03], [6.40, -1.59, -1.35], [4.13, 2.64, -0.71], [3.25, 2.26, 0.80]]
}

{
  "formula": "C17H12Cl24N2O2S",
  "method": "the ωB97M-V functional and the def2-TZVPD basis",
  "energy_ha": -12357.714637,
  "de_lowest_kj_mol": 0.0,
  "multiplicity": 1,
  "elements": ["C", "C", "O", "O", "C", "C", "C", "C", "C", "C", "C", "C", "N", "S", "N", "C", "H", "H", "H", "H", "H", "H", "H", "H", "H", "H", "H", "H", "C", "Cl", "Cl", "Cl", "Cl", "C", "Cl", "Cl", "Cl", "Cl", "C", "Cl", "Cl", "Cl", "Cl", "C", "Cl", "Cl", "Cl", "Cl", "C", "Cl", "Cl", "Cl", "Cl", "C", "Cl", "Cl", "Cl", "Cl"],
  "coordinates": [[4.43, -1.92, 0.11], [3.79, -0.61, -0.29], [4.11, -0.01, -1.29], [2.84, -0.17, 0.55], [1.78, 0.57, -0.10], [0.69, 0.86, 0.91], [-0.65, 0.97, 0.16], [-1.04, -0.37, -0.43], [-0.91, -1.55, 0.21], [-1.27, -2.80, -0.40], [-1.77, -2.87, -1.66], [-1.93, -1.65, -2.36], [-2.38, -1.50, -3.61], [-2.35, 0.06, -3.93], [-1.77, 0.65, -2.55], [-1.57, -0.41, -1.75], [4.04, -2.29, 1.06], [4.24, -2.65, -0.67], [5.50, -1.79, 0.19], [1.43, -0.02, -0.94], [2.19, 1.49, -0.50], [0.89, 1.80, 1.41], [0.67, 0.11, 1.70], [-0.49, 1.67, -0.66], [-1.45, 1.36, 0.80], [-0.50, -1.59, 1.21], [-1.12, -3.70, 0.18], [-2.03, -3.80, -2.14], [-3.31, 3.14, 3.53], [-3.92, 1.83, 2.53], [-1.57, 3.30, 3.28], [-4.12, 4.65, 3.09], [-3.61, 2.81, 5.25], [-3.82, 5.10, 9.01], [-2.33, 5.28, 9.94], [-3.75, 6.12, 7.57], [-4.01, 3.42, 8.52], [-5.19, 5.58, 10.01], [-7.11, -0.67, 4.71], [-7.74, -1.50, 6.13], [-8.38, 0.34, 4.00], [-5.75, 0.35, 5.17], [-6.57, -1.85, 3.51], [5.97, -5.79, 0.21], [6.31, -7.51, 0.29], [6.49, -5.15, -1.35], [4.23, -5.51, 0.39], [6.83, -4.95, 1.50], [4.09, 0.11, -5.36], [3.74, -1.20, -6.50], [5.53, -0.30, -4.43], [4.37, 1.61, -6.24], [2.72, 0.32, -4.27], [1.10, 2.12, -9.14], [-0.60, 1.75, -9.45], [1.85, 0.78, -8.28], [1.94, 2.39, -10.67], [1.21, 3.59, -8.15]]
}

{
  "formula": "C17H12N3O4PtSe2",
  "method": "the ωB97M-V functional and the def2-TZVPD basis",
  "total_charge": 1,
  "energy_ha": -6042.244922,
  "multiplicity": 1,
  "elements": ["Pt", "O", "C", "O", "C", "C", "C", "C", "C", "N", "C", "O", "O", "H", "H", "H", "H", "Se", "Se", "C", "C", "C", "C", "C", "N", "C", "C", "C", "C", "C", "N", "H", "H", "H", "H", "H", "H", "H", "H"],
  "coordinates": [[-0.24, 0.05, 0.12], [1.22, 0.79, 3.85], [0.89, 0.33, 2.64], [0.07, 1.03, 1.92], [1.41, -0.89, 2.16], [2.21, -1.85, 2.81], [2.54, -3.01, 2.14], [2.05, -3.26, 0.84], [1.28, -2.29, 0.25], [1.01, -1.15, 0.87], [0.63, -2.30, -1.16], [0.89, -3.17, -1.94], [-0.15, -1.29, -1.37], [0.74, 1.61, 4.03], [2.54, -1.66, 3.82], [3.16, -3.75, 2.61], [2.25, -4.19, 0.32], [-0.09, 1.99, -2.63], [0.98, 2.87, -0.75], [2.62, 1.87, -0.88], [3.83, 2.51, -1.10], [4.95, 1.71, -1.22], [4.81, 0.34, -1.13], [3.54, -0.19, -0.92], [2.46, 0.56, -0.79], [-1.79, 1.83, -1.73], [-2.92, 2.48, -2.21], [-4.09, 2.40, -1.49], [-4.10, 1.64, -0.31], [-2.94, 1.01, 0.08], [-1.79, 1.12, -0.60], [3.86, 3.58, -1.18], [5.92, 2.16, -1.40], [5.66, -0.32, -1.23], [3.39, -1.26, -0.84], [-2.85, 3.05, -3.13], [-4.97, 2.93, -1.81], [-4.99, 1.56, 0.28], [-2.91, 0.40, 0.97]]
}

{
  "formula": "C17H13BiCl3GeN5O2S3",
  "method": "the ωB97M-V functional and the def2-TZVPD basis",
  "total_charge": 1,
  "energy_ha": -5946.473501,
  "s_squared": 0.754,
  "de_lowest_kj_mol": 0.0,
  "multiplicity": 2,
  "elements": ["Bi", "N", "C", "C", "C", "C", "C", "C", "S", "O", "O", "N", "C", "N", "C", "C", "C", "N", "H", "H", "H", "H", "H", "H", "H", "H", "H", "S", "C", "N", "C", "C", "C", "C", "C", "C", "S", "H", "H", "H", "H", "Cl", "Ge", "Cl", "Cl"],
  "coordinates": [[-1.01, -2.23, -2.02], [3.56, 4.09, -0.64], [3.19, 2.78, -0.71], [3.23, 1.96, 0.44], [2.84, 0.64, 0.37], [2.37, 0.12, -0.83], [2.34, 0.91, -1.98], [2.74, 2.23, -1.92], [1.87, -1.54, -0.91], [1.63, -1.86, -2.31], [2.70, -2.36, -0.10], [0.29, -1.65, -0.36], [-0.03, -1.89, 0.96], [0.64, -1.26, 1.91], [0.22, -1.44, 3.16], [-0.88, -2.22, 3.47], [-1.48, -2.88, 2.43], [-1.04, -2.75, 1.17], [4.04, 4.42, 0.18], [3.71, 4.60, -1.48], [3.59, 2.37, 1.37], [2.88, 0.02, 1.25], [2.01, 0.48, -2.92], [2.72, 2.84, -2.81], [0.79, -0.94, 3.93], [-1.23, -2.33, 4.48], [-2.32, -3.56, 2.58], [-3.59, -2.63, -1.39], [-3.39, -0.95, -1.03], [-2.21, -0.40, -1.24], [-2.14, 0.93, -0.85], [-1.03, 1.75, -0.90], [-1.16, 3.05, -0.45], [-2.39, 3.53, 0.03], [-3.50, 2.71, 0.08], [-3.36, 1.40, -0.36], [-4.56, 0.12, -0.37], [-0.08, 1.39, -1.26], [-0.31, 3.71, -0.47], [-2.47, 4.55, 0.37], [-4.45, 3.08, 0.46], [-1.55, -5.48, -2.27], [-1.19, -4.61, -0.30], [-2.72, -5.45, 0.90], [0.74, -5.24, 0.33]]
}

{
  "formula": "C17H13Br2Cl2NOPdS",
  "method": "the ωB97M-V functional and the def2-TZVPD basis",
  "energy_ha": -7380.067828,
  "de_lowest_kj_mol": 174.5,
  "multiplicity": 1,
  "elements": ["Pd", "C", "C", "C", "C", "C", "C", "Br", "C", "C", "Br", "C", "O", "C", "N", "H", "H", "H", "H", "H", "H", "Cl", "C", "Cl", "H", "H", "S", "C", "C", "C", "C", "C", "C", "H", "H", "H", "H", "H"],
  "coordinates": [[-1.16, 0.41, 0.59], [-2.52, 0.14, 3.62], [-1.03, 0.03, 3.74], [-0.37, -0.12, 4.97], [1.00, -0.18, 5.01], [1.75, -0.14, 3.82], [3.15, -0.19, 3.74], [4.20, -0.31, 5.32], [3.79, -0.14, 2.52], [3.05, -0.09, 1.34], [3.92, -0.04, -0.33], [1.65, -0.10, 1.32], [0.97, -0.16, 0.22], [1.01, -0.05, 2.61], [-0.34, 0.07, 2.61], [-3.03, -0.22, 4.51], [-2.85, -0.46, 2.76], [-2.81, 1.18, 3.45], [-0.95, -0.19, 5.88], [1.52, -0.29, 5.95], [4.87, -0.15, 2.48], [-0.13, 2.65, -0.18], [-0.25, 4.42, -0.04], [-0.87, 4.89, 1.56], [-0.94, 4.79, -0.79], [0.74, 4.84, -0.16], [-1.96, -0.25, -1.45], [-3.64, -0.10, -1.00], [-4.00, 0.75, 0.06], [-5.33, 0.84, 0.46], [-6.30, 0.12, -0.21], [-5.95, -0.70, -1.27], [-4.63, -0.82, -1.66], [-3.24, 1.35, 0.56], [-5.59, 1.49, 1.29], [-7.34, 0.19, 0.09], [-6.71, -1.26, -1.80], [-4.34, -1.48, -2.47]]
}